Computed, not measured: 5 unconnected molecules or ions with the total composition C29H58Br8ClNO2P in a non-equilibrium geometry, with wB97M-V/def2-TZVPD.

As for the charge: +1. The value obtained for the HOMO energy is -0.4217 hartree. For the gap between HOMO and LUMO, the calculation gives 7.82 eV. As for the largest force on an atom: 2.2 eV/Å. The LUMO energy is -3.65 eV. The calculation puts the electronic energy at -618743.365 eV. The multiplicity is 1.

XYZ file:
```
100
C29H58Br8ClNO2P, DFT wB97M-V/def2-TZVPD
C -5.29 -1.63 0.23
C -4.76 -0.46 -0.68
C -3.91 0.63 0.06
C -2.72 0.08 0.93
C -1.60 -0.62 0.08
C -1.73 -2.21 0.05
C -0.85 -2.71 -1.15
C -0.31 -4.18 -1.02
C 0.51 -4.46 0.28
C 1.48 -3.29 0.72
C 1.18 -2.98 2.24
C 2.27 -2.04 2.90
C 1.91 -0.50 2.75
C 1.89 0.31 4.10
C 0.69 0.69 5.00
C 0.05 -0.53 5.74
N 3.11 0.69 4.39
C 4.06 0.24 3.34
C 3.11 0.32 2.08
C 3.68 -0.21 0.71
O 4.86 0.54 0.37
C 4.70 1.26 -0.86
C 4.76 0.34 -2.14
P 2.50 2.08 1.59
O 0.80 2.09 1.84
Cl 3.41 3.47 2.89
H -4.70 -1.75 1.18
H -6.36 -1.49 0.49
H -5.12 -2.59 -0.33
H -4.19 -0.86 -1.56
H -5.67 0.05 -1.09
H -3.48 1.38 -0.67
H -4.60 1.21 0.73
H -3.03 -0.61 1.75
H -2.25 0.97 1.43
H -0.59 -0.34 0.48
H -1.60 -0.25 -0.99
H -1.38 -2.57 1.05
H -2.80 -2.54 -0.04
H 0.00 -2.01 -1.36
H -1.51 -2.67 -2.06
H 0.22 -4.45 -1.97
H -1.21 -4.85 -0.99
H -0.12 -4.80 1.14
H 1.17 -5.35 0.06
H 1.46 -2.40 0.06
H 2.54 -3.68 0.70
H 0.14 -2.61 2.43
H 1.27 -3.96 2.78
H 3.24 -2.31 2.43
H 2.34 -2.33 3.98
H 0.94 -0.49 2.18
H 1.09 1.42 5.76
H -0.09 1.24 4.43
H -0.74 -0.12 6.43
H -0.48 -1.23 5.04
H 0.76 -1.09 6.40
H 3.38 1.23 5.21
H 4.98 0.87 3.24
H 4.51 -0.76 3.59
H 2.89 -0.03 -0.06
H 4.00 -1.28 0.75
H 5.56 1.98 -0.92
H 3.75 1.85 -0.93
H 3.96 -0.45 -2.05
H 4.46 1.00 -3.00
H 5.78 -0.09 -2.28
H 0.49 1.44 1.19
Br -8.81 0.21 -1.21
C -9.54 -0.93 -2.61
C -8.71 -2.18 -2.79
Br -7.08 -1.80 -3.78
H -9.61 -0.32 -3.51
H -10.54 -1.19 -2.27
H -9.25 -2.91 -3.40
H -8.42 -2.64 -1.85
Br 2.10 9.63 4.39
C 1.42 7.92 3.75
C 2.53 7.04 3.25
Br 3.14 7.60 1.49
H 0.67 8.14 2.99
H 0.93 7.47 4.61
H 2.19 6.02 3.12
H 3.41 7.04 3.90
Br 3.47 4.03 -4.54
C 4.92 3.94 -5.85
C 5.91 2.87 -5.49
Br 7.08 3.45 -4.04
H 5.36 4.93 -5.91
H 4.43 3.71 -6.79
H 6.58 2.66 -6.33
H 5.44 1.94 -5.16
Br -0.34 -2.60 -5.40
C -2.19 -2.56 -6.00
C -3.08 -1.87 -4.99
Br -3.46 -3.04 -3.48
H -2.48 -3.59 -6.20
H -2.17 -2.00 -6.94
H -4.05 -1.65 -5.43
H -2.64 -0.96 -4.59
```

Here are the Löwdin charges for atoms 1 to 2, given in e: -0.11, -0.26